Entry 1
{"formula": "C50H126N10O10", "method": "the ωB97M-V functional and the def2-TZVPD basis", "species": ["C", "C", "C", "C", "C", "C", "C", "C", "C", "N", "O", "H", "H", "H", "H", "H", "H", "H", "H", "H", "H", "H", "H", "H", "H", "H", "H", "H", "H", "H", "C", "C", "C", "C", "C", "C", "C", "C", "C", "N", "O", "H", "H", "H", "H", "H", "H", "H", "H", "H", "H", "H", "H", "H", "H", "H", "H", "H", "H", "H", "C", "O", "C", "C", "C", "N", "H", "H", "H", "H", "H", "H", "H", "H", "H", "H", "H", "C", "O", "C", "C", "C", "N", "H", "H", "H", "H", "H", "H", "H", "H", "H", "H", "H", "C", "O", "C", "C", "C", "N", "H", "H", "H", "H", "H", "H", "H", "H", "H", "H", "H", "C", "O", "C", "C", "C", "N", "H", "H", "H", "H", "H", "H", "H", "H", "H", "H", "H", "C", "O", "C", "C", "C", "N", "H", "H", "H", "H", "H", "H", "H", "H", "H", "H", "H", "C", "O", "C", "C", "C", "N", "H", "H", "H", "H", "H", "H", "H", "H", "H", "H", "H", "C", "O", "C", "C", "C", "N", "H", "H", "H", "H", "H", "H", "H", "H", "H", "H", "H", "C", "O", "C", "C", "C", "N", "H", "H", "H", "H", "H", "H", "H", "H", "H", "H", "H"], "coordinates": [[-5.51068, -0.46543, -4.63679], [-4.07774, -0.19152, -4.41288], [-3.66282, 0.01995, -2.92433], [-3.25053, -1.45090, -4.81827], [-3.09679, -1.71554, -6.33954], [-2.59879, -0.42111, -6.96163], [-3.44122, 0.83843, -6.73732], [-2.70834, 2.03308, -7.35063], [-4.81147, 0.73974, -7.56129], [-3.64323, 0.94556, -5.22949], [-4.08879, 2.17773, -4.77243], [-6.02893, 0.45488, -4.90616], [-5.67640, -1.17475, -5.44765], [-5.85219, -0.92434, -3.70897], [-4.47074, 0.61035, -2.49214], [-3.60257, -0.87363, -2.30304], [-2.74322, 0.60430, -2.89324], [-2.25860, -1.38737, -4.37091], [-3.87445, -2.19090, -4.31704], [-2.40079, -2.52911, -6.54396], [-4.06760, -1.97383, -6.76251], [-2.52893, -0.70074, -8.01283], [-1.58043, -0.33548, -6.58253], [-1.79827, 2.29577, -6.81129], [-3.32791, 2.92955, -7.32659], [-2.30098, 1.80362, -8.33526], [-5.36245, 1.67570, -7.46910], [-5.34880, -0.14750, -7.22638], [-4.65908, 0.64574, -8.63648], [-3.38761, 2.60901, -4.27852], [4.01063, 3.09257, 4.13738], [2.55632, 2.99600, 3.66610], [2.35603, 1.70587, 2.84515], [2.01351, 2.91778, 5.09170], [0.43161, 3.00738, 5.16911], [0.04727, 4.35727, 4.60305], [0.48084, 4.57407, 3.14075], [-0.43570, 3.80890, 2.20816], [0.26729, 6.05650, 2.89202], [1.86597, 4.20350, 3.00031], [2.50596, 4.55521, 1.76305], [4.16575, 3.97018, 4.76495], [4.38770, 2.16675, 4.57187], [4.70216, 3.30061, 3.32092], [2.20733, 1.89944, 1.78283], [3.10592, 0.96877, 3.13226], [1.40820, 1.20957, 3.05349], [2.35675, 1.94266, 5.43727], [2.24983, 3.80709, 5.67598], [0.02284, 2.14561, 4.64151], [-0.00134, 2.78392, 6.14416], [0.37121, 5.16586, 5.25830], [-1.04205, 4.33247, 4.63251], [-0.79846, 2.82310, 2.49919], [0.23466, 3.48986, 1.41008], [-1.26336, 4.48209, 1.98484], [0.27529, 6.37817, 1.85060], [0.91167, 6.59043, 3.59044], [-0.71092, 6.22766, 3.34138], [3.05993, 5.25527, 2.11607], [-6.40742, -3.89495, 0.87095], [-5.49912, -4.46322, -0.00473], [-4.18160, -3.79919, -0.00700], [-3.22370, -4.87031, 0.63230], [-1.85763, -4.28028, 1.09379], [-2.95840, -5.99042, -0.28335], [-6.98028, -3.15856, 0.30733], [-5.93513, -3.41848, 1.73004], [-7.01009, -4.67327, 1.33904], [-4.02015, -3.60429, -1.06721], [-4.00357, -2.91466, 0.60456], [-3.69008, -5.31483, 1.51151], [-1.93775, -4.01270, 2.14739], [-1.41740, -3.47095, 0.51131], [-1.06960, -5.03246, 1.05717], [-2.89734, -5.57348, -1.20125], [-3.68122, -6.69496, -0.24809], [-2.56228, 0.29763, 0.66746], [-1.51590, -0.58077, 0.42092], [-0.30182, 0.08084, 0.50799], [0.68725, -0.78380, -0.28246], [2.20451, -0.60319, -0.09755], [0.56077, -0.82001, -1.77218], [-2.22251, 1.33210, 0.71774], [-3.14511, 0.09612, 1.56624], [-3.17552, 0.33133, -0.23304], [-0.33695, 0.97134, -0.11962], [0.01134, 0.23822, 1.54010], [0.65710, -1.83520, 0.00346], [2.50548, 0.29999, -0.62839], [2.79146, -1.42895, -0.49970], [2.40194, -0.43605, 0.96131], [0.54543, 0.13828, -2.09084], [-0.25625, -1.35230, -2.03531], [5.42084, -0.27843, -3.38360], [5.57293, 1.17671, -3.63978], [4.59166, 1.88791, -2.86997], [5.19741, 2.37023, -1.57273], [4.09508, 3.23162, -0.84218], [6.43156, 3.12439, -1.90562], [6.03340, -0.83775, -4.09073], [4.41127, -0.62358, -3.60661], [5.61041, -0.66407, -2.38188], [4.17709, 2.67772, -3.49641], [3.69179, 1.29154, -2.71939], [5.39181, 1.49994, -0.94591], [3.69624, 4.05505, -1.43463], [4.44538, 3.81998, 0.00589], [3.34624, 2.56382, -0.41629], [6.28280, 4.06514, -2.24173], [6.99851, 2.62529, -2.57612], [-0.05993, 2.20832, -3.71708], [0.04738, 2.44135, -2.28177], [-0.97350, 3.35809, -1.79897], [-0.76308, 4.76523, -2.40226], [0.54720, 5.41793, -1.84347], [-1.77012, 5.60620, -1.91084], [0.25653, 3.07237, -4.30135], [-1.14201, 2.08288, -3.75514], [0.41389, 1.23594, -3.85151], [-2.00477, 3.02571, -1.91768], [-0.79349, 3.48396, -0.73133], [-0.78657, 4.66624, -3.48750], [0.60355, 5.23911, -0.76972], [0.57196, 6.48935, -2.04233], [1.33228, 4.90074, -2.39507], [-1.80767, 6.37940, -2.55957], [-1.51816, 6.20337, -1.13623], [-6.39710, -0.24645, 1.51981], [-6.80476, 1.02386, 1.08558], [-8.20449, 1.20823, 1.30984], [-8.58443, 2.68570, 1.12692], [-8.10232, 3.20677, -0.32149], [-8.10855, 3.48086, 2.20298], [-5.71313, -0.70863, 0.80800], [-7.26165, -0.88701, 1.34560], [-6.02901, -0.51957, 2.50875], [-8.66921, 0.63710, 0.50613], [-8.48902, 0.83697, 2.29437], [-9.65018, 2.75759, 1.34396], [-8.54078, 4.19710, -0.44438], [-8.40605, 2.50316, -1.09659], [-7.01461, 3.25099, -0.37637], [-7.96496, 4.37724, 1.76027], [-7.19734, 3.23028, 2.55937], [7.29462, -3.44643, 5.22140], [6.17164, -2.95222, 4.60908], [6.56462, -2.19329, 3.41210], [5.64708, -2.71640, 2.24636], [5.81241, -4.25265, 2.03434], [5.76311, -1.95534, 0.99257], [7.81856, -4.17141, 4.59851], [6.97792, -3.82654, 6.19265], [8.05498, -2.68545, 5.39705], [6.29226, -1.15725, 3.61343], [7.60182, -2.25521, 3.08274], [4.65010, -2.42642, 2.57809], [5.32273, -4.67150, 1.15520], [5.51629, -4.89446, 2.86410], [6.80435, -4.59660, 1.74135], [4.97730, -2.21823, 0.41509], [6.56737, -2.39474, 0.56808], [1.44967, -0.63710, 8.26473], [0.90404, -1.37983, 7.19881], [1.78385, -1.47659, 6.03642], [1.13071, -2.23707, 4.99168], [2.11512, -2.44923, 3.83373], [0.16430, -1.39964, 4.32170], [2.37113, -1.07616, 8.64714], [0.89996, -0.39797, 9.17508], [1.79029, 0.29423, 7.81228], [1.86991, -0.43713, 5.71983], [2.74102, -1.87015, 6.37852], [0.67357, -3.18620, 5.27148], [2.70656, -1.58491, 3.53166], [1.63173, -2.90436, 2.96927], [2.79586, -3.18867, 4.25554], [-0.17341, -1.81691, 3.46616], [-0.59159, -1.28818, 4.98223], [1.92002, -6.27740, -0.11774], [3.11971, -6.08307, -0.82444], [3.35584, -4.64018, -1.32217], [4.24397, -4.37864, -2.55077], [3.82288, -5.31372, -3.60707], [5.58930, -4.53684, -2.17550], [1.88037, -5.59573, 0.73188], [1.81414, -7.33520, 0.12301], [1.01433, -6.07417, -0.68917], [2.37817, -4.27129, -1.63229], [3.67414, -3.91433, -0.57389], [4.19595, -3.38717, -3.00109], [3.80785, -6.33843, -3.23580], [4.48234, -5.35782, -4.47383], [2.77748, -5.10995, -3.83883], [5.53618, -5.43342, -1.71353], [6.21582, -4.59265, -2.96573]], "mulliken_charge": [-1.931, 1.987, -1.950, -1.171, -0.860, -1.118, 1.283, -1.903, -1.610, 0.893, -0.556, 0.345, 0.371, 0.541, 0.586, 0.378, -0.183, 0.193, 0.489, 0.407, 0.400, 0.489, 0.311, 0.280, 0.403, 0.414, 0.351, 0.334, 0.422, 0.307, -1.998, 1.601, -0.248, -1.627, -0.668, -1.305, 2.083, -1.306, -2.164, 0.273, -0.244, 0.514, 0.376, 0.420, -0.618, 0.531, -0.306, 0.503, 0.434, 0.117, 0.472, 0.377, 0.513, 0.091, -0.124, 0.600, 0.194, 0.559, 0.505, 0.310, -0.767, -0.432, -0.145, 0.229, -1.098, -0.659, 0.247, 0.289, 0.377, 0.122, 0.248, 0.322, 0.375, 0.025, 0.361, 0.246, 0.282, 0.094, -0.052, 1.861, 0.374, 0.079, -0.645, 0.071, 0.189, -0.362, -1.226, -0.120, 0.169, -0.491, -0.353, -0.020, -0.116, 0.280, -0.810, -0.475, -0.390, 0.669, -1.012, -0.746, 0.410, 0.364, 0.276, 0.355, -0.023, 0.126, 0.374, 0.448, -0.099, 0.230, 0.295, -1.736, 0.978, -0.126, 0.487, -1.429, -0.838, 0.307, 0.606, 0.405, 0.402, -0.748, 0.465, 0.246, 0.530, 0.146, 0.302, 0.269, -0.698, -0.260, -0.867, 0.298, -1.251, -0.693, 0.105, 0.417, 0.273, 0.406, 0.436, 0.227, 0.390, 0.342, 0.337, 0.263, 0.264, -0.857, -0.192, -0.896, 1.950, -1.324, -0.474, 0.336, 0.214, 0.328, 0.263, 0.469, -1.046, 0.206, 0.357, 0.429, -0.020, 0.317, -0.665, -0.389, 0.163, 0.479, -1.076, -0.205, 0.327, 0.308, 0.165, -0.543, 0.484, 0.395, -0.333, 0.462, 0.470, -0.140, 0.259, -0.703, -0.446, -0.407, 0.636, -1.648, -0.536, 0.160, 0.381, 0.348, 0.524, 0.103, -0.065, 0.310, 0.425, 0.364, 0.310, 0.261], "smiles": "CC1(C)CCCC(C)(C)N1O.CC1(C)CCCC(C)(C)N1O.COC[C@H](C)N.COC[C@H](C)N.COC[C@H](C)N.COC[C@H](C)N.COC[C@H](C)N.COC[C@H](C)N.COC[C@H](C)N.COC[C@H](C)N", "multiplicity": 1}


Entry 2
{"formula": "C50H126N10O10", "method": "the ωB97M-V functional and the def2-TZVPD basis", "species": ["C", "C", "C", "C", "C", "C", "C", "C", "C", "N", "O", "H", "H", "H", "H", "H", "H", "H", "H", "H", "H", "H", "H", "H", "H", "H", "H", "H", "H", "H", "C", "C", "C", "C", "C", "C", "C", "C", "C", "N", "O", "H", "H", "H", "H", "H", "H", "H", "H", "H", "H", "H", "H", "H", "H", "H", "H", "H", "H", "H", "C", "O", "C", "C", "C", "N", "H", "H", "H", "H", "H", "H", "H", "H", "H", "H", "H", "C", "O", "C", "C", "C", "N", "H", "H", "H", "H", "H", "H", "H", "H", "H", "H", "H", "C", "O", "C", "C", "C", "N", "H", "H", "H", "H", "H", "H", "H", "H", "H", "H", "H", "C", "O", "C", "C", "C", "N", "H", "H", "H", "H", "H", "H", "H", "H", "H", "H", "H", "C", "O", "C", "C", "C", "N", "H", "H", "H", "H", "H", "H", "H", "H", "H", "H", "H", "C", "O", "C", "C", "C", "N", "H", "H", "H", "H", "H", "H", "H", "H", "H", "H", "H", "C", "O", "C", "C", "C", "N", "H", "H", "H", "H", "H", "H", "H", "H", "H", "H", "H", "C", "O", "C", "C", "C", "N", "H", "H", "H", "H", "H", "H", "H", "H", "H", "H", "H"], "coordinates": [[-4.51322, 1.27709, 4.94490], [-3.00493, 1.48398, 5.32408], [-2.93109, 1.41357, 6.85257], [-2.20830, 0.29968, 4.81850], [-2.07874, 0.25279, 3.29652], [-1.34963, 1.60687, 2.88005], [-2.09838, 2.93340, 3.34786], [-1.05240, 4.14713, 3.10563], [-3.27629, 3.28925, 2.36873], [-2.42360, 2.77076, 4.81365], [-3.11203, 3.88387, 5.28061], [-4.83751, 0.23948, 5.02429], [-5.19111, 1.82505, 5.59934], [-4.63027, 1.57783, 3.90377], [-3.25485, 0.42617, 7.18170], [-1.96106, 1.68041, 7.27202], [-3.50142, 2.13594, 7.43652], [-1.21479, 0.16333, 5.24564], [-2.69118, -0.64125, 5.08229], [-1.54422, -0.64157, 2.97638], [-3.07526, 0.20085, 2.85792], [-1.21407, 1.61354, 1.79853], [-0.38981, 1.57481, 3.39562], [-0.88265, 4.18527, 2.02960], [-0.11137, 3.98637, 3.63167], [-1.58197, 5.06836, 3.34850], [-3.87965, 4.05642, 2.85402], [-3.79869, 2.38347, 2.06089], [-2.96194, 3.71130, 1.41419], [-2.66728, 4.14444, 6.09048], [-4.89619, 2.71222, -0.92253], [-5.62434, 1.32779, -0.96349], [-4.93011, 0.39288, -2.03191], [-5.49614, 0.63767, 0.40382], [-6.38238, 1.11219, 1.54202], [-7.80812, 1.18623, 1.06263], [-8.03908, 1.97260, -0.23515], [-9.49310, 1.65553, -0.68324], [-8.00811, 3.51229, 0.13476], [-7.08772, 1.48996, -1.20492], [-7.39890, 2.05441, -2.43803], [-5.29063, 3.45398, -1.61702], [-4.91036, 3.22343, 0.04005], [-3.87337, 2.70979, -1.29927], [-5.05597, 0.92227, -2.97637], [-3.88551, 0.08167, -2.04123], [-5.48239, -0.52656, -2.22612], [-5.64259, -0.43473, 0.27487], [-4.44646, 0.73981, 0.67923], [-6.30875, 0.30256, 2.26810], [-6.19384, 2.00526, 2.13784], [-8.42938, 1.49683, 1.90268], [-8.07845, 0.15153, 0.85187], [-10.27995, 2.12123, -0.08987], [-9.60057, 0.58411, -0.85236], [-9.51618, 2.17761, -1.63980], [-8.83086, 3.77535, 0.79958], [-8.16354, 4.14951, -0.73581], [-7.05700, 3.80043, 0.58251], [-6.92315, 2.87893, -2.31384], [4.72013, -3.10873, 1.31427], [5.01529, -4.18430, 2.27201], [6.32053, -4.74094, 2.18938], [6.72167, -5.58453, 0.98982], [6.03589, -6.93657, 0.93819], [8.15140, -5.74171, 0.82697], [3.65849, -2.86179, 1.32088], [4.81041, -3.52336, 0.31027], [5.22695, -2.15619, 1.46887], [7.09731, -3.97663, 2.21266], [6.49045, -5.31403, 3.10086], [6.24602, -5.09012, 0.14281], [4.94757, -6.88097, 0.96215], [6.43634, -7.49185, 1.78637], [6.26031, -7.61367, 0.11400], [8.33351, -6.24536, -0.02934], [8.43407, -6.44920, 1.49003], [3.88313, 0.68588, 3.24902], [3.38169, -0.61755, 3.15824], [2.25137, -0.90091, 3.96946], [2.13321, -2.40153, 3.96723], [0.81236, -2.89462, 4.70274], [3.33309, -2.85653, 4.63745], [3.15541, 1.49670, 3.21606], [4.47410, 0.85442, 2.34877], [4.42149, 0.85240, 4.18205], [2.37100, -0.53391, 4.98882], [1.36004, -0.42207, 3.56405], [2.08517, -2.62804, 2.90211], [0.69727, -2.45995, 5.69568], [0.74580, -3.98014, 4.77566], [-0.06309, -2.54301, 4.15679], [3.91131, -2.22208, 4.10526], [3.70173, -3.74358, 4.32542], [2.96217, 3.68595, 1.13133], [4.22553, 3.59476, 1.71165], [5.17553, 4.52484, 1.24335], [6.51900, 4.34090, 1.94890], [6.41112, 4.40802, 3.46440], [7.43091, 5.36520, 1.55459], [2.43266, 4.54284, 1.54779], [2.29579, 2.83827, 1.29097], [3.01111, 3.92387, 0.06874], [5.21762, 4.41538, 0.15968], [4.87013, 5.54867, 1.45921], [6.94862, 3.43269, 1.52619], [5.64612, 3.73268, 3.84753], [5.97685, 5.33925, 3.82817], [7.32573, 4.28725, 4.04493], [8.02344, 5.66940, 2.31385], [7.00326, 6.26402, 1.38327], [5.10009, 1.63469, -0.81911], [5.23427, 0.27765, -1.18468], [6.04414, -0.02552, -2.31169], [5.86931, -1.46992, -2.70277], [6.69459, -2.08250, -3.81565], [4.47690, -1.68920, -2.98190], [4.34540, 2.16229, -1.40235], [6.00027, 2.24809, -0.85799], [4.73361, 1.67747, 0.20654], [5.67793, 0.60317, -3.12332], [7.08684, 0.23634, -2.13192], [6.19644, -1.98797, -1.80127], [6.26804, -1.73890, -4.75803], [6.68271, -3.17199, -3.84702], [7.73169, -1.76113, -3.71950], [4.03726, -1.51599, -2.08925], [4.19510, -2.58781, -3.34687], [-4.01803, -4.75998, -1.40579], [-4.38102, -3.75385, -2.40565], [-5.20587, -4.22943, -3.49741], [-5.70290, -3.06755, -4.49365], [-6.36268, -3.63791, -5.77213], [-4.55761, -2.32816, -4.96130], [-3.61804, -4.32129, -0.49166], [-3.20599, -5.41704, -1.71717], [-4.79207, -5.47858, -1.13637], [-4.55604, -4.95740, -3.98307], [-6.05929, -4.82752, -3.17793], [-6.31155, -2.29869, -4.01771], [-5.88191, -4.37432, -6.41607], [-6.77617, -2.84552, -6.39604], [-7.25471, -4.12843, -5.38254], [-4.28444, -1.68552, -4.23158], [-3.77194, -2.95273, -5.07411], [-0.05661, 2.10244, -4.49462], [0.56815, 3.19054, -3.84653], [1.48382, 3.83271, -4.65570], [2.25606, 4.97134, -3.88434], [2.98360, 4.41847, -2.65927], [1.36422, 6.04351, -3.46816], [-0.61719, 2.51135, -5.33524], [-0.68676, 1.66477, -3.72037], [0.60054, 1.34196, -4.91644], [2.19081, 3.05950, -4.95640], [1.06148, 4.25810, -5.56607], [3.01431, 5.33411, -4.57829], [3.61859, 3.59798, -2.99348], [2.25191, 3.94411, -2.00526], [3.55428, 5.23015, -2.20806], [0.76915, 6.28601, -4.24739], [0.65685, 5.64029, -2.87054], [-2.12810, -1.63813, 0.04607], [-1.04163, -0.70701, 0.01437], [0.26120, -1.31417, 0.08151], [1.25669, -0.17772, 0.17806], [1.35620, 0.67118, -1.03785], [2.55253, -0.65953, 0.59457], [-1.99982, -2.47604, -0.63918], [-3.09664, -1.22711, -0.23870], [-2.21771, -1.89462, 1.10166], [0.30356, -1.99413, 0.93236], [0.44207, -1.87976, -0.83255], [0.86122, 0.45002, 0.97659], [0.39166, 0.91509, -1.48311], [1.89517, 0.29201, -1.90609], [1.85071, 1.61170, -0.79497], [2.56113, -0.78303, 1.59696], [3.26152, 0.00309, 0.31464], [1.62643, -5.36557, -3.85186], [0.42503, -4.99710, -3.15932], [0.33670, -3.57192, -2.92356], [-0.50996, -2.93975, -4.07642], [-0.76005, -1.35578, -4.04268], [-1.79417, -3.66965, -4.25686], [1.82510, -6.43675, -3.81739], [2.46882, -4.86159, -3.37807], [1.61787, -5.12834, -4.91569], [-0.14085, -3.55613, -1.94386], [1.28317, -3.07008, -2.72244], [0.13217, -3.10653, -4.94126], [0.16737, -0.79753, -4.17057], [-1.13175, -0.95839, -3.09822], [-1.37620, -1.00416, -4.87022], [-1.52626, -4.63977, -4.17206], [-2.26688, -3.31988, -3.43571]], "mulliken_charge": [-1.383, 2.144, -2.126, -2.041, 0.904, -1.075, 1.548, -1.904, -1.536, 0.203, -0.515, 0.313, 0.424, 0.064, 0.383, 0.446, 0.451, 0.372, 0.595, -0.252, -0.202, 0.230, 0.298, 0.345, 0.405, 0.475, 0.482, -0.128, 0.602, 0.366, -1.235, 2.471, -3.125, -0.706, -0.253, -1.726, 1.639, -1.913, -1.696, 0.273, -0.510, 0.374, 0.123, 0.369, 0.591, 0.339, 0.575, 0.696, -0.437, 0.418, 0.143, 0.482, 0.432, 0.359, 0.385, 0.473, 0.433, 0.412, 0.263, 0.436, -0.275, -0.305, -0.949, 1.015, -1.593, -0.735, -0.323, 0.400, 0.272, 0.394, 0.394, -0.070, 0.311, 0.383, 0.416, 0.314, 0.293, -1.048, -0.218, -0.632, 0.942, -1.281, -0.899, 0.279, 0.093, 0.402, 0.953, -0.233, -0.052, 0.366, 0.404, 0.144, 0.316, 0.349, 0.055, -0.253, -0.819, 0.911, -1.428, -0.775, 0.487, -0.355, 0.010, 0.252, 0.534, -0.012, 0.211, 0.380, 0.410, 0.268, 0.255, -0.459, 0.057, -1.034, 1.094, -1.771, -0.574, 0.305, 0.534, -0.377, 0.410, 0.346, -0.061, 0.426, 0.373, 0.422, 0.061, 0.283, -0.904, -0.045, -0.869, 0.395, -1.593, -0.663, 0.219, 0.321, 0.421, 0.377, 0.513, 0.328, 0.326, 0.397, 0.378, 0.207, 0.378, -0.855, -0.137, -0.924, 0.197, -0.915, -0.775, 0.466, 0.138, 0.346, 0.452, 0.367, 0.418, 0.217, 0.024, 0.325, 0.298, 0.317, -0.463, 0.406, -0.015, 2.506, -1.189, 0.993, 0.006, -0.122, 0.420, 0.473, -1.344, -0.975, 0.212, 0.213, -0.048, -0.433, -0.617, -0.623, -0.507, 0.199, 0.136, -1.333, -0.459, 0.316, 0.187, 0.276, -0.191, 0.253, 0.241, 0.372, 0.125, 0.520, 0.354, -0.002], "smiles": "CC1(C)CCCC(C)(C)N1O.CC1(C)CCCC(C)(C)N1O.COC[C@H](C)N.COC[C@H](C)N.COC[C@H](C)N.COC[C@H](C)N.COC[C@H](C)N.COC[C@H](C)N.COC[C@H](C)N.COC[C@H](C)N", "multiplicity": 1}


Stability, highest: entry 2